(1)
The following is a DFT calculation (ωB97M-V with the def2-TZVPD basis set) of an isolated molecule of C6H10 at a distorted geometry.

Each line ends with the Löwdin charge.
Geometry (Å):
C  -0.646  1.363  -0.195  -0.08
H  1.535  0.467  -0.072  0.06
H  -2.323  -1.037  1.109  0.11
C  -0.329  -1.862  1.297  -0.11
C  1.424  0.901  -1.067  -0.10
H  0.815  2.915  -0.122  0.10
H  -0.028  -1.328  2.203  0.08
H  2.426  0.892  -1.515  0.06
H  0.571  -2.036  0.697  0.07
H  0.817  0.228  -1.678  0.07
H  -1.649  -1.654  -0.396  0.11
C  -1.408  -1.094  0.517  -0.26
H  -0.720  -2.841  1.594  0.07
C  0.451  2.138  -0.813  -0.21
H  0.099  2.678  -1.706  0.10
C  -1.034  0.270  0.146  -0.07

Charge: 0
Relative energy (zero: lowest compared OMol25 entry of this formula, charge and spin), kcal per mole: 49.9
Gap between HOMO and LUMO, eV: 10.3
SMILES: CCC#CCC
HOMO, eV: -9.24
Spin multiplicity: 1



(2)
The following is a DFT calculation (ωB97M-V with the def2-TZVPD basis set) of a structure of composition C30H45BCaF3Li3N2O23PS2 at a distorted geometry.

Each line ends with the Löwdin charge.
Geometry (Å):
Li  0.742  -1.404  5.877  0.84
B  -3.658  -3.207  -3.905  -1.06
C  2.694  -0.972  -5.352  -0.21
O  -1.701  5.946  -2.996  0.08
O  3.996  4.760  5.468  0.21
H  1.306  1.181  5.715  0.10
O  5.757  -5.096  -4.908  -0.07
H  2.642  -0.763  2.746  0.08
H  0.426  -0.133  4.821  0.01
O  -2.292  3.853  -3.020  -0.32
C  -1.495  -3.316  3.690  -0.01
H  -4.055  6.926  3.481  0.12
H  3.456  2.253  3.103  0.13
O  -0.258  0.118  -6.102  -0.27
H  -1.211  -11.772  -1.143  0.08
C  0.239  3.882  1.276  -0.23
C  -0.626  -10.859  -1.246  -0.07
O  -0.107  6.213  3.735  0.13
H  1.329  0.988  2.772  0.12
O  0.239  -8.183  1.347  -0.28
C  -1.270  -1.773  1.659  0.01
O  4.010  -3.819  -4.317  -0.24
O  -3.664  -1.848  -3.237  0.24
H  -0.920  -3.701  4.532  0.08
O  1.307  -9.643  -0.301  -0.26
H  -2.366  -2.777  4.070  0.10
S  0.749  -8.203  0.009  0.55
Li  -2.306  8.535  2.274  0.76
C  -1.947  4.940  1.607  -0.13
C  -2.522  6.196  2.235  -0.24
C  0.051  5.115  3.274  -0.27
C  -4.718  5.082  2.835  -0.54
C  -0.640  -2.394  2.869  -0.48
C  -4.960  -1.797  -5.152  -0.42
Li  2.891  -5.554  -3.801  0.82
H  1.049  -11.657  -0.175  0.12
H  1.095  -2.136  -6.250  0.07
H  -0.452  0.788  0.217  0.00
O  -4.602  0.117  -3.654  0.01
F  -2.379  -3.545  -4.260  0.18
H  1.240  1.276  0.275  0.03
C  2.856  -0.197  3.622  -0.02
O  0.080  3.500  6.052  0.17
H  1.341  5.796  6.384  0.16
C  0.413  -10.777  -0.146  -0.23
C  1.704  3.388  3.245  -0.08
H  1.427  2.868  -4.757  0.06
F  -4.187  -4.143  -3.053  0.17
C  1.611  3.599  1.774  -0.34
C  0.305  1.389  -0.246  -0.24
O  2.575  3.567  1.070  0.18
H  0.421  1.033  -1.256  0.03
H  0.323  3.918  -2.508  0.00
H  0.077  1.561  4.558  0.08
H  2.923  -7.698  0.762  0.08
H  2.680  -2.905  -6.276  0.06
F  2.788  6.355  4.627  0.18
H  1.037  2.580  -6.481  0.08
C  5.117  -4.018  -5.004  -0.99
C  -0.535  4.635  2.022  -0.13
O  0.521  -2.157  3.170  0.03
Ca  -4.172  3.300  -3.856  1.60
O  -0.051  -7.756  -1.083  -0.27
C  1.895  0.993  3.688  -0.37
H  -3.035  6.729  1.434  0.10
C  2.618  2.349  3.760  -0.07
H  3.767  -0.866  -5.486  0.12
H  1.781  3.413  -1.646  0.05
P  -0.271  3.126  -0.313  0.98
C  2.164  -1.953  -6.370  -0.07
O  -4.869  4.902  1.517  0.12
H  2.748  -7.537  -1.011  0.07
H  -1.594  -2.549  0.963  0.11
N  -2.042  4.978  -3.627  -0.61
H  -3.211  5.614  4.218  0.14
O  -4.524  -3.031  -5.114  0.24
O  5.454  -3.046  -5.758  -0.04
H  -1.313  -10.016  -1.210  0.07
H  -0.272  2.817  -5.302  0.05
O  -5.677  -1.311  -5.982  0.13
H  3.880  0.107  3.656  0.09
C  0.887  4.130  5.451  -0.38
H  2.532  -1.306  -4.329  0.11
H  2.316  -1.558  -7.374  0.09
O  0.475  0.458  -3.743  -0.30
C  0.853  0.866  4.787  -0.07
H  1.017  4.909  -1.270  0.04
H  2.672  -0.874  4.447  0.05
H  2.074  -6.292  0.071  0.07
N  1.836  4.927  6.188  0.20
H  -0.053  -10.745  0.839  0.12
O  -5.459  4.582  3.624  0.15
H  -5.323  4.058  1.452  0.14
H  -1.757  6.869  2.622  0.05
H  -1.825  -4.158  3.084  0.11
C  -3.605  5.963  3.286  -0.08
O  -2.198  5.012  -4.863  -0.02
H  2.946  2.561  4.761  0.12
H  -2.130  -1.170  1.956  0.10
C  0.934  4.157  3.972  -0.04
H  -0.545  -1.136  1.162  0.06
C  0.727  2.416  -5.454  -0.12
C  -4.395  -1.051  -3.934  -0.43
C  2.957  5.317  5.407  -0.55
H  -0.150  -10.848  -2.225  0.09
S  0.646  0.681  -5.154  0.54
C  0.826  3.890  -1.566  -0.24
C  2.286  -7.353  -0.046  -0.12
H  -2.543  4.066  1.767  0.12
O  2.118  0.369  -5.564  -0.26
H  -1.939  5.087  0.548  0.09

Charge: +1
Gap between HOMO and LUMO, eV: 0.9
HOMO, eV: -5.77
Spin multiplicity: 1



(3)
The following is a DFT calculation (ωB97M-V with the def2-TZVPD basis set) of an isolated molecule of C14H21N3O.

Each line ends with the Löwdin charge.
Geometry (Å):
C  -2.609  0.353  0.162  -0.10
N  -0.442  -0.415  0.420  0.04
H  8.769  -0.046  0.560  0.07
N  -5.786  -1.564  -0.097  0.06
H  8.475  -1.251  -0.694  0.07
C  2.361  0.031  -0.812  -0.20
C  6.243  0.379  -0.510  -0.23
H  6.421  0.062  -1.540  0.11
H  -2.335  1.405  0.151  0.11
N  -1.773  -0.601  0.286  0.07
C  6.718  -0.716  0.443  -0.28
C  3.826  -0.400  -0.736  -0.22
C  4.766  0.737  -0.337  -0.22
C  1.794  0.442  0.552  -0.12
H  6.480  -0.428  1.470  0.11
H  2.262  0.871  -1.502  0.12
H  2.281  1.354  0.895  0.12
H  -7.040  1.535  -0.339  0.10
O  -0.149  1.846  0.334  0.08
H  4.124  -0.774  -1.718  0.12
H  8.540  -1.739  1.000  0.07
C  -4.510  -1.261  0.023  -0.10
C  8.218  -0.953  0.321  -0.12
H  4.544  1.608  -0.958  0.12
H  4.591  1.015  0.703  0.11
H  -4.625  2.111  -0.111  0.11
H  3.918  -1.223  -0.025  0.11
C  -6.658  -0.576  -0.223  -0.15
H  6.192  -1.648  0.228  0.10
H  1.968  -0.352  1.283  0.12
H  1.772  -0.798  -1.214  0.11
C  -4.021  0.050  0.026  -0.19
H  0.042  -1.300  0.507  0.14
H  6.840  1.276  -0.334  0.11
C  -4.953  1.081  -0.108  -0.03
H  -7.693  -0.876  -0.319  0.10
C  0.310  0.731  0.433  -0.47
H  -3.824  -2.091  0.124  0.11
C  -6.294  0.763  -0.235  -0.06

Charge: 0
Relative energy (zero: lowest compared OMol25 entry of this formula, charge and spin), kcal per mole: 41.9
Gap between HOMO and LUMO, eV: 9.1
SMILES: CCCCCCCC(=O)N/N=C/c1cccnc1
HOMO, eV: -8.70
Spin multiplicity: 1



(4)
The following is a DFT calculation (ωB97M-V with the def2-TZVPD basis set) of a structure of composition C30H50LuP4Se at a distorted geometry.

Each line ends with the Löwdin charge.
Geometry (Å):
H  1.983  -6.231  -0.893  0.12
P  2.441  0.748  0.115  0.68
C  -0.886  -1.116  3.527  -0.15
H  -3.691  1.314  0.087  0.04
H  0.037  -3.505  -2.071  0.01
Lu  -0.389  0.497  0.517  1.12
C  -1.829  3.025  2.740  -0.12
H  -4.647  -0.714  -2.261  0.07
Se  -0.020  2.411  -1.429  0.81
H  -0.904  4.899  2.846  0.11
H  3.004  -2.658  -2.876  0.07
C  -1.708  6.244  -2.490  -0.02
H  0.156  -4.396  3.108  0.14
C  -3.497  1.426  -0.984  -0.30
C  -0.068  -2.731  -2.863  -0.25
H  -1.764  6.436  0.973  0.11
C  3.501  1.575  -1.168  -0.25
C  -1.912  6.782  -1.203  -0.03
C  3.415  -3.928  1.196  -0.06
C  -0.153  -3.381  5.032  -0.01
H  -1.876  1.393  -3.461  0.00
H  2.331  -2.331  2.196  0.11
H  -3.459  -2.050  -2.363  0.05
H  -1.126  -2.392  -2.896  0.01
H  -1.280  -0.274  2.950  0.04
C  -1.943  4.360  2.974  -0.02
H  -1.253  -0.162  5.396  0.12
C  -0.807  4.898  -0.206  -0.15
H  -1.844  -3.266  -0.589  0.03
H  -2.686  -2.666  0.873  0.06
H  0.126  -4.254  5.604  0.12
H  -2.433  7.724  -1.129  0.12
H  1.625  -0.969  -4.696  0.06
H  -4.451  1.365  -1.539  0.07
H  3.205  2.449  1.633  0.07
C  0.935  -4.587  -0.002  -0.10
C  -0.469  -2.299  2.880  -0.39
H  -0.606  -2.177  6.763  0.13
H  -0.967  2.467  -0.021  -0.08
H  2.052  0.477  -3.671  0.04
C  2.223  2.245  1.189  -0.32
P  -0.295  -2.284  1.041  0.87
H  -1.712  -4.165  0.969  0.07
H  3.550  -0.060  2.108  0.06
H  -4.093  -1.572  -0.785  0.04
P  -2.429  0.024  -1.540  0.68
P  0.990  -1.280  -2.396  0.75
H  -3.007  2.398  -1.136  0.02
H  3.687  0.927  -2.032  0.03
C  -1.784  -3.179  0.502  -0.24
H  -2.590  2.230  2.889  0.06
H  0.311  0.183  -4.186  0.03
C  -1.059  5.009  -2.640  -0.08
C  -0.924  -1.086  4.909  -0.07
H  1.872  3.122  0.629  0.02
H  3.040  2.491  -1.555  0.04
H  -2.092  -0.269  -3.996  0.05
C  -0.581  -2.204  5.674  -0.02
H  3.426  -1.292  -1.806  0.02
C  1.068  -3.471  0.850  -0.42
H  -0.406  4.343  0.679  0.06
H  3.915  -1.090  0.727  0.02
H  -0.957  4.543  -3.600  0.11
H  -0.824  2.715  2.451  -0.02
H  -2.022  6.871  -3.323  0.13
H  4.197  -5.634  0.119  0.13
C  -1.509  6.123  -0.030  -0.02
C  -2.505  0.504  -3.338  -0.27
C  -3.790  -1.193  -1.764  -0.27
C  2.294  -3.155  1.460  -0.13
C  -0.622  4.359  -1.489  -0.45
H  4.474  1.858  -0.733  0.07
C  3.322  -5.035  0.351  -0.03
C  2.646  -2.042  -2.030  -0.26
C  1.275  -0.286  -3.908  -0.27
C  3.809  -0.050  1.045  -0.25
H  -2.867  4.908  3.329  0.10
H  0.223  -3.154  -3.854  0.08
C  2.087  -5.357  -0.249  -0.03
H  1.506  2.067  2.003  0.02
H  -0.022  -4.851  -0.463  0.10
C  -0.096  -3.432  3.617  -0.06
H  2.555  -2.708  -1.153  0.01
H  4.768  0.467  0.904  0.07
H  -3.547  0.726  -3.674  0.09
H  4.351  -3.663  1.641  0.12

Charge: +3
Relative energy (zero: lowest compared OMol25 entry of this formula, charge and spin), kcal per mole: 16.6
Gap between HOMO and LUMO, eV: 5.7
HOMO, eV: -16.24
Spin multiplicity: 1



(5)
The following is a DFT calculation (ωB97M-V with the def2-TZVPD basis set) of an isolated molecule of C6H12O.

Each line ends with the Löwdin charge.
Geometry (Å):
C  -0.866  0.027  -1.624  -0.03
H  -2.587  -0.825  0.849  0.08
H  -0.845  -1.018  -1.934  0.11
H  0.580  1.549  -0.887  0.14
O  -1.922  1.554  -0.026  0.01
H  2.479  0.855  1.008  0.07
H  -1.354  2.298  0.170  0.09
H  2.766  -0.874  1.265  0.07
C  0.245  0.520  -0.726  -0.23
H  1.263  -0.135  1.831  0.07
C  -1.507  -0.657  0.845  -0.01
H  -1.256  0.726  -2.356  0.11
H  -1.013  -1.619  0.669  0.08
H  -1.214  -0.306  1.841  0.08
H  0.936  -1.457  -0.297  0.10
C  1.999  -0.130  1.019  -0.10
C  -1.161  0.385  -0.198  -0.53
H  2.110  -0.451  -1.121  0.11
C  1.347  -0.441  -0.328  -0.23

Charge: 0
Relative energy (zero: lowest compared OMol25 entry of this formula, charge and spin), kcal per mole: 24.4
Gap between HOMO and LUMO, eV: 10.6
SMILES: CC[C@H]1C[C@]1(C)O
HOMO, eV: -9.57
Spin multiplicity: 1



(6)
The following is a DFT calculation (ωB97M-V with the def2-TZVPD basis set) of an isolated molecule of CH4N2O3S at a distorted geometry.

Each line ends with the Löwdin charge.
Geometry (Å):
N  -1.413  -1.134  0.188  0.17
O  -1.042  1.464  0.309  -0.35
H  -1.399  -1.997  0.689  0.13
N  1.343  1.620  -0.607  -0.04
H  1.879  1.725  -1.404  0.02
O  0.496  -1.599  -0.920  0.07
S  -0.280  0.979  -0.857  0.68
H  1.326  2.329  0.141  0.08
O  -0.693  1.276  -2.140  -0.26
C  -0.363  -0.844  -0.552  -0.59
H  -2.107  -0.443  0.244  0.09

Charge: 0
Relative energy (zero: lowest compared OMol25 entry of this formula, charge and spin), kcal per mole: 17.4
Gap between HOMO and LUMO, eV: 11.0
SMILES: NC(=O)S(N)(=O)=O
HOMO, eV: -10.37
Spin multiplicity: 1



(7)
The following is a DFT calculation (ωB97M-V with the def2-TZVPD basis set) of an isolated molecule of C17H22ClNO5S.

Each line ends with the Löwdin charge.
Geometry (Å):
N  -3.492  1.090  -0.135  -0.13
H  -2.691  -3.249  1.910  0.12
H  0.712  -0.251  -3.007  0.13
C  3.623  -1.186  -0.737  -0.11
O  2.412  -1.054  -1.441  -0.01
C  -0.817  -2.856  0.918  -0.19
H  -4.621  -1.466  1.759  0.12
H  -1.322  1.124  -2.519  0.12
C  -0.630  0.847  -1.742  -0.04
H  -5.024  -1.076  0.079  0.11
H  -4.250  1.340  -0.748  0.12
H  3.532  -1.828  0.145  0.11
H  6.763  0.878  1.480  0.09
H  -0.056  -4.095  -0.683  0.11
C  -2.784  -2.024  -0.920  -0.05
H  -3.011  0.501  1.753  0.11
O  5.253  0.001  0.471  -0.04
H  -2.032  -1.650  2.234  0.12
Cl  2.150  -0.185  1.659  0.81
H  5.207  1.760  1.563  0.10
H  4.308  -1.664  -1.445  0.15
C  -0.855  1.280  -0.450  -0.27
H  -0.213  -1.982  0.676  0.09
C  -3.874  0.428  1.090  -0.23
C  -2.172  -2.401  1.451  -0.15
C  0.491  0.092  -2.008  0.01
S  -2.305  2.254  -0.082  0.65
C  0.021  0.960  0.561  -0.08
H  -3.430  -1.589  -1.670  0.11
O  -2.564  3.148  -1.171  -0.29
O  3.796  1.223  -0.727  0.13
O  -2.176  2.779  1.248  -0.29
C  -1.626  -2.820  -1.438  -0.18
C  1.405  -0.258  -1.003  -0.28
H  -0.871  -2.130  -1.830  0.09
C  -4.234  -1.041  0.831  -0.14
C  4.210  0.166  -0.339  -0.56
H  -1.957  -3.444  -2.271  0.11
C  1.142  0.184  0.297  -0.55
C  -1.011  -3.688  -0.344  -0.19
H  -4.716  0.937  1.575  0.12
H  -0.173  1.323  1.558  0.11
H  6.171  1.817  0.072  0.10
H  -1.677  -4.525  -0.124  0.12
C  5.886  1.195  0.922  -0.04
C  -3.044  -1.835  0.366  -0.26
H  -0.292  -3.434  1.681  0.11

Charge: 0
Gap between HOMO and LUMO, eV: 9.5
SMILES: COC(=O)COc1ccc(S(=O)(=O)NCCC2=CCCCC2)cc1Cl
HOMO, eV: -8.84
Spin multiplicity: 1



(8)
The following is a DFT calculation (ωB97M-V with the def2-TZVPD basis set) of a structure of composition C4H4O2.

Each line ends with the Löwdin charge.
Geometry (Å):
C  0.279  -1.017  -0.092  -0.15
H  -2.168  0.083  0.466  0.08
C  -0.166  1.179  0.156  -0.47
H  2.038  0.365  0.033  0.16
H  0.538  -1.978  0.337  0.16
C  -1.096  0.198  0.620  0.11
O  -0.180  2.392  0.178  0.07
O  0.682  -0.589  -1.350  0.05
C  0.988  0.234  -0.209  -0.13
H  -0.916  -0.866  -0.138  0.11

Charge: 0
Relative energy (zero: lowest compared OMol25 entry of this formula, charge and spin), kcal per mole: 126.3
Gap between HOMO and LUMO, eV: 9.4
HOMO, eV: -9.07
Spin multiplicity: 1